# C3H6N4O

One molecule with the formula C3H6N4O (wB97M-V/def2-TZVPD, the OMol25 dataset).

```
! wB97M-V def2-TZVPD RIJCOSX def2/J DEFGRID3
* xyz 0 1
C -0.513 -0.772 0.886
C 0.141 -1.397 -0.128
C 0.574 -0.139 -0.901
H -1.977 -2.068 1.327
H -1.885 -0.483 2.156
H 0.441 -2.682 -0.194
H 1.418 -0.499 -2.719
H 1.621 2.619 -0.094
H 0.418 2.621 -1.049
N -1.340 -1.255 1.840
N 1.015 0.232 -2.070
N 0.377 0.902 0.033
N 0.481 2.396 0.016
O -0.773 0.526 0.897
*
```

Results
- E (eV) = -11210.18510
- SMILES = [H]/N=c1\cc(N)on1N
- energy relative to the best compared isomer or geometry (same formula, charge and spin) (eV) = 6.591

Results of the Löwdin charge analysis, in e, for atoms 1 through 8: -0.5420, 0.0286, -0.4066, 0.1918, 0.0821, 0.1969, 0.0588, 0.1492